<P>
Below is a cluster of 2 separate species, C3H11N2S in total, with properties calculated with ωB97M-V with the def2-TZVPD basis set.

For the HOMO-LUMO gap, the calculation gives 8.98 eV. The HOMO energy comes out at -12.423 eV. The charge is +1.

Geometry (Å):
1 C 0.161 1.860 -0.342
2 C 0.606 1.026 -1.336
3 N 0.123 -0.385 -1.351
4 N 0.649 3.116 -0.182
5 H -0.740 1.614 0.332
6 H 1.462 1.235 -1.967
7 H 0.653 -1.046 -0.802
8 H -0.799 -0.432 -0.900
9 H 0.003 -0.816 -2.321
10 H 1.554 3.359 -0.493
11 H 0.447 3.465 0.727
12 C -0.519 -2.116 0.961
13 S -1.606 -2.806 2.295
14 H -1.094 -2.351 0.023
15 H -0.374 -1.074 1.176
16 H 0.488 -2.571 0.889
17 H -1.013 -2.077 3.292

<Q>
Below is a cluster of 2 separate species, C3H11N2S in total, with properties calculated with ωB97M-V with the def2-TZVPD basis set.

For the HOMO-LUMO gap, the calculation gives 9.89 eV. The HOMO energy comes out at -13.098 eV. The charge is +1.

Geometry (Å):
1 C -0.786 -2.166 -1.519
2 N 0.403 1.300 -1.748
3 C -0.122 0.126 -2.003
4 N -0.215 -0.859 -1.168
5 H 0.018 -2.897 -1.565
6 H -1.243 -2.097 -2.503
7 H -1.541 -2.462 -0.798
8 H 0.662 1.605 -0.815
9 H 0.478 2.012 -2.468
10 H -0.501 0.017 -3.013
11 H 0.115 -0.743 -0.217
12 C 0.420 -0.544 2.436
13 S 0.234 1.145 1.817
14 H 0.345 -0.548 3.520
15 H -0.323 -1.240 2.052
16 H 1.415 -0.919 2.202
17 H -1.085 1.085 1.561

Most stable of them? <Q>.

<P>
Below is the molecule C9H13N3O, with properties calculated with ωB97M-V with the def2-TZVPD basis set.

For the HOMO-LUMO gap, the calculation gives 10.44 eV. Its SMILES is [H]/N=C/C/C=C\[C@H](C#N)/C(CCO)=N/[H]. The HOMO energy comes out at -9.825 eV. The charge is 0.

Geometry (Å):
1 C -2.303 1.922 0.566
2 C 1.364 1.344 0.941
3 C 0.077 1.349 1.205
4 C 3.162 0.533 -0.452
5 C 2.030 1.434 -0.415
6 C -0.992 1.577 0.151
7 C -1.167 0.201 -0.666
8 C -1.578 -0.887 0.306
9 C -3.106 -1.190 0.102
10 N -3.414 2.111 0.732
11 N 3.540 -0.157 0.598
12 N -0.918 0.219 -1.912
13 O -3.423 -2.376 0.640
14 H 2.045 1.127 1.764
15 H -0.128 1.114 2.260
16 H 1.072 1.229 -1.177
17 H 2.418 2.419 -0.710
18 H -0.576 2.413 -0.483
19 H -1.182 -0.614 1.262
20 H -1.026 -1.829 0.176
21 H -3.548 -0.379 0.621
22 H -3.197 -1.130 -1.047
23 H 4.318 -0.739 0.384
24 H -1.098 -0.733 -2.227
25 H 3.762 0.510 -1.417
26 H -2.841 -3.069 0.322

<Q>
Below is the molecule C9H13N3O, with properties calculated with ωB97M-V with the def2-TZVPD basis set.

For the HOMO-LUMO gap, the calculation gives 9.07 eV. Its SMILES is CN(CCO)/N=N/c1ccccc1. The HOMO energy comes out at -8.500 eV. The charge is 0.

Geometry (Å):
1 C 2.167 2.249 -0.344
2 C 3.167 -0.076 -0.214
3 C 3.094 -1.346 0.605
4 C -1.352 0.465 -0.036
5 C -2.434 1.155 0.462
6 C -3.714 0.592 0.494
7 C -3.934 -0.721 0.016
8 C -2.822 -1.351 -0.549
9 C -1.540 -0.817 -0.539
10 H 3.230 2.481 -0.333
11 H 1.745 2.911 0.413
12 H 1.783 2.475 -1.346
13 H 4.109 0.437 -0.002
14 H 3.242 -0.422 -1.264
15 H 4.060 -1.855 0.567
16 H 2.932 -1.070 1.651
17 H 1.300 -1.751 0.250
18 H -2.352 2.182 0.843
19 H -4.494 1.156 1.005
20 H -4.914 -1.160 -0.087
21 H -2.890 -2.392 -0.867
22 H -0.771 -1.384 -1.063
23 N 2.091 0.851 0.011
24 N 0.872 0.281 0.015
25 N -0.074 1.089 -0.084
26 O 2.126 -2.256 0.159

<R>
Below is the molecule C9H13N3O, with properties calculated with ωB97M-V with the def2-TZVPD basis set.

For the HOMO-LUMO gap, the calculation gives 8.38 eV. Its SMILES is CN(C)/N=N\c1ccccc1CO. The HOMO energy comes out at -8.247 eV. The charge is 0.

Geometry (Å):
1 C 0.406 0.183 1.919
2 C 2.810 -0.541 1.866
3 C -0.160 1.102 -0.715
4 C -1.186 2.017 -0.298
5 C -2.513 1.618 -0.527
6 C -2.898 0.277 -0.897
7 C -1.970 -0.682 -1.349
8 C -0.626 -0.156 -1.207
9 C 0.359 -1.082 -1.526
10 H 0.807 -0.068 3.045
11 H -0.114 1.154 1.678
12 H -0.340 -0.819 1.805
13 H 2.802 0.182 2.782
14 H 3.662 -0.758 1.109
15 H 2.523 -1.431 2.457
16 H -0.804 3.042 -0.262
17 H -3.248 2.284 -0.487
18 H -3.929 -0.171 -0.535
19 H -2.277 -1.681 -1.703
20 H 0.874 -1.420 -0.470
21 H 1.227 -0.832 -2.361
22 H 0.026 -2.147 -3.070
23 N 1.533 -0.161 0.978
24 N 2.050 0.810 0.211
25 N 1.191 1.570 -0.434
26 O -0.207 -2.291 -2.008

<S>
Below is the molecule C9H13N3O, with properties calculated with ωB97M-V with the def2-TZVPD basis set.

For the HOMO-LUMO gap, the calculation gives 9.39 eV. Its SMILES is [H]/N=C(/C)Nc1cccc(CNO)c1. The HOMO energy comes out at -8.601 eV. The charge is 0.

Geometry (Å):
1 C -1.899 3.123 2.213
2 C -1.377 2.213 1.115
3 C -0.669 -0.172 0.829
4 C -1.273 -1.422 0.885
5 C -0.644 -2.500 0.280
6 C 0.497 -2.339 -0.493
7 C 1.066 -1.042 -0.605
8 C 2.400 -0.778 -1.320
9 C 0.493 -0.022 0.135
10 H -1.989 4.142 1.760
11 H -2.904 2.751 2.542
12 H -1.251 3.163 3.062
13 H -0.848 2.060 -0.732
14 H -1.704 0.670 2.419
15 H -2.197 -1.561 1.462
16 H -1.058 -3.467 0.450
17 H 0.971 -3.197 -1.064
18 H 2.540 0.284 -1.455
19 H 3.286 -1.149 -0.759
20 H 3.299 -1.314 -3.044
21 H 0.732 -1.606 -3.393
22 H 1.018 0.920 0.176
23 N -1.176 2.731 -0.038
24 N -1.178 0.927 1.586
25 N 2.413 -1.525 -2.548
26 O 1.452 -0.888 -3.464

Most stable of them? <S>.

<P>
Below is a cluster of 2 separate species, C5H11IN in total, with properties calculated with ωB97M-V with the def2-TZVPD basis set.

For the HOMO-LUMO gap, the calculation gives 8.15 eV. The HOMO energy comes out at -12.742 eV. The charge is +1.

Geometry (Å):
1 C -1.388 -1.594 -0.746
2 C -1.796 -0.467 -0.212
3 C 2.305 0.553 -0.718
4 C 0.924 0.034 1.300
5 C 0.113 1.519 -0.320
6 N 1.078 0.712 0.033
7 I -3.904 -0.175 0.817
8 H -1.716 -2.655 -0.886
9 H -0.418 -1.377 -1.126
10 H 3.145 0.734 -0.019
11 H 2.514 -0.423 -1.133
12 H 2.336 1.295 -1.555
13 H 0.121 0.310 1.953
14 H 0.933 -1.000 1.036
15 H 1.926 0.154 1.749
16 H -0.032 1.990 -1.288
17 H -0.832 1.454 0.299
18 H -5.309 -1.064 0.818

<Q>
Below is the ion C5H11IN with charge +1, with properties calculated with ωB97M-V with the def2-TZVPD basis set.

For the HOMO-LUMO gap (spin up / spin down), the calculation gives 7.97 / 7.97 eV. The HOMO energy (spin up / spin down) comes out at -12.040 / -12.041 eV. The charge is +1.

Geometry (Å):
1 C 0.231 -0.414 -1.065
2 C 0.084 -0.665 0.394
3 C -0.855 0.338 0.686
4 C 1.293 0.527 -1.364
5 C -0.426 1.726 0.908
6 N -0.261 -2.135 0.686
7 I -2.887 -0.109 0.107
8 H -0.503 -0.483 -1.828
9 H 0.997 -0.292 0.892
10 H 1.380 0.437 -2.481
11 H 2.248 0.500 -0.917
12 H 0.943 1.613 -1.093
13 H -0.036 2.025 1.954
14 H -1.264 2.360 0.573
15 H 0.471 1.936 0.351
16 H -0.440 -2.290 1.645
17 H 0.314 -2.933 0.213
18 H -1.288 -2.141 0.337

<R>
Below is the ion C5H11IN with charge +1, with properties calculated with ωB97M-V with the def2-TZVPD basis set.

For the HOMO-LUMO gap (spin up / spin down), the calculation gives 8.31 / 8.31 eV. Its SMILES is C[C@]1(I)CCC[NH2+]1. The HOMO energy (spin up / spin down) comes out at -13.401 / -13.401 eV. The charge is +1.

Geometry (Å):
1 C -0.892 -1.257 -0.768
2 C -0.068 -0.031 -1.265
3 C -0.427 -1.564 0.624
4 C 0.507 0.645 0.013
5 C 0.515 2.079 0.122
6 N -0.086 -0.218 1.158
7 I 2.936 -0.198 0.092
8 H -1.891 -0.901 -0.730
9 H -0.682 -2.097 -1.274
10 H 0.579 -0.149 -2.079
11 H -0.838 0.683 -1.649
12 H -1.328 -2.008 1.202
13 H 0.348 -2.241 0.621
14 H 0.945 2.541 -0.720
15 H 1.027 2.405 0.968
16 H -0.446 2.415 0.154
17 H -0.847 0.328 1.702
18 H 0.646 -0.433 1.829

Most stable of them? <R>.

<P>
Below is the molecule C5H9N3O, with properties calculated with ωB97M-V with the def2-TZVPD basis set.

For the HOMO-LUMO gap (spin up / spin down), the calculation gives 8.53 / 8.53 eV. Its SMILES is CC(C)/N=N/OC=C=N. The HOMO energy (spin up / spin down) comes out at -8.544 / -8.545 eV. The charge is 0.

Geometry (Å):
1 C 3.235 -0.989 -0.043
2 C 3.890 0.110 -0.072
3 C -2.220 -1.108 0.037
4 C -2.260 1.258 -0.590
5 C -1.532 0.282 0.353
6 N 0.483 -0.733 0.394
7 N 4.252 1.292 -0.125
8 N -0.104 0.321 0.205
9 O 1.726 -1.078 0.353
10 H 3.578 -2.037 -0.211
11 H -1.673 -1.847 0.572
12 H -3.214 -0.929 0.447
13 H -2.045 -1.195 -1.006
14 H -1.805 1.076 -1.577
15 H -2.204 2.364 -0.192
16 H -3.220 0.948 -0.665
17 H -1.651 0.556 1.439
18 H 4.766 1.708 0.681

<Q>
Below is a cluster of 3 separate species, C5H9N3O in total, with properties calculated with ωB97M-V with the def2-TZVPD basis set.

For the HOMO-LUMO gap (spin up / spin down), the calculation gives 7.18 / 8.65 eV. The HOMO energy (spin up / spin down) comes out at -7.159 / -7.815 eV. The charge is 0.

Geometry (Å):
1 C -0.825 0.131 1.363
2 N -0.052 0.155 0.115
3 C 1.073 -2.081 0.187
4 C -0.312 -0.517 -0.911
5 N 2.028 -1.826 1.099
6 C -1.118 1.796 -0.923
7 C -0.428 2.911 -0.939
8 N -0.504 -0.937 -2.038
9 O 0.877 -3.133 -0.368
10 H 2.727 -2.531 1.322
11 H 2.146 -0.890 1.446
12 H -0.222 -1.901 -2.211
13 H -2.122 1.614 -1.295
14 H -1.880 -0.092 1.204
15 H -0.406 -0.620 2.033
16 H -0.738 1.114 1.823
17 H 0.582 2.973 -0.540
18 H -0.826 3.834 -1.369

<R>
Below is a cluster of 3 separate species, C5H9N3O in total, with properties calculated with ωB97M-V with the def2-TZVPD basis set.

For the HOMO-LUMO gap, the calculation gives 9.37 eV. Its SMILES is N=C=N.C=CO.CC#N. The HOMO energy comes out at -8.761 eV. The charge is 0.

Geometry (Å):
1 C 2.511 1.245 0.354
2 C 2.809 -0.070 -0.135
3 N 3.031 -1.121 -0.525
4 H 1.435 1.313 0.522
5 H 2.813 1.987 -0.384
6 H 3.045 1.420 1.287
7 C -1.416 1.209 -0.739
8 C -1.255 -1.315 0.905
9 N -0.758 1.636 0.182
10 C -0.503 -1.863 -0.030
11 O -2.609 -1.269 0.911
12 N -2.146 0.593 -1.471
13 H -2.946 -1.621 0.076
14 H -0.848 -0.869 1.802
15 H -0.789 2.566 0.544
16 H -2.003 0.351 -2.429
17 H 0.567 -1.874 0.038
18 H -0.938 -2.316 -0.907

Most stable of them? <R>.

<P>
Below is a cluster of 2 separate species, CH5N3O2 in total, with properties calculated with ωB97M-V with the def2-TZVPD basis set.

For the HOMO-LUMO gap, the calculation gives 9.55 eV. Its SMILES is [H]/N=[N+](\[O-])O.C=N. The HOMO energy comes out at -8.783 eV. The charge is 0.

Geometry (Å):
1 C -1.744 -0.598 -0.446
2 N -1.133 0.500 -0.383
3 N 0.776 0.907 0.554
4 N 1.530 0.096 0.074
5 O 1.446 -1.211 0.675
6 O 2.361 0.140 -0.811
7 H -1.152 -1.328 -0.882
8 H 1.513 -1.003 1.530
9 H -2.854 -0.679 -0.076
10 H -1.532 1.403 -0.315
11 H 0.788 1.774 0.081

<Q>
Below is a structure of composition CH5N3O2, with properties calculated with ωB97M-V with the def2-TZVPD basis set.

For the HOMO-LUMO gap, the calculation gives 10.77 eV. The HOMO energy comes out at -10.457 eV. The charge is 0.

Geometry (Å):
1 C 0.632 -0.850 -1.068
2 N 0.830 -0.768 0.338
3 N -0.656 0.015 1.122
4 N -0.897 1.341 0.743
5 O 0.010 1.899 0.223
6 O -1.955 1.738 1.082
7 H 0.278 -1.783 -1.141
8 H 0.007 -0.029 -1.372
9 H 1.659 -0.877 -1.528
10 H 1.449 -0.019 0.653
11 H -1.356 -0.665 0.948

<R>
Below is a structure of composition CH5N3O2, with properties calculated with ωB97M-V with the def2-TZVPD basis set.

For the HOMO-LUMO gap, the calculation gives 9.92 eV. The HOMO energy comes out at -9.572 eV. The charge is 0.

Geometry (Å):
1 C 0.226 -0.027 -0.298
2 N 0.819 -1.134 0.332
3 N 0.768 1.189 0.057
4 N -1.297 -0.040 -0.062
5 O -1.816 -1.125 -0.007
6 O -1.867 1.027 0.063
7 H -0.059 0.123 -1.642
8 H 1.797 -1.359 0.399
9 H 0.246 -1.934 0.489
10 H 1.121 1.473 0.960
11 H 0.062 1.807 -0.290

Most stable of them? <R>.

<P>
Below is the molecule C4H8N2O3, with properties calculated with ωB97M-V with the def2-TZVPD basis set.

For the HOMO-LUMO gap, the calculation gives 9.71 eV. Its SMILES is O=C1[C@@H](CO)NCN1O. The HOMO energy comes out at -9.164 eV. The charge is 0.

Geometry (Å):
1 C -2.049 -0.539 -0.110
2 C -0.833 0.014 -0.813
3 C 0.871 1.577 -0.062
4 C 0.456 -0.774 -0.379
5 H -1.541 0.602 1.485
6 H -2.834 -0.366 -0.803
7 H -2.250 -1.618 -0.180
8 H -1.018 -0.146 -1.884
9 H -1.096 1.857 -0.044
10 H 1.604 2.241 -0.551
11 H 0.797 1.967 0.970
12 H 2.387 -1.070 0.702
13 N -0.471 1.404 -0.609
14 N 1.428 0.212 -0.140
15 O -2.286 0.023 1.187
16 O 2.360 -0.137 0.772
17 O 0.749 -1.943 -0.242

<Q>
Below is the molecule C4H8N2O3, with properties calculated with ωB97M-V with the def2-TZVPD basis set.

For the HOMO-LUMO gap (spin up / spin down), the calculation gives 8.23 / 8.23 eV. Its SMILES is CC(=O)CN(O)C(N)=O. The HOMO energy (spin up / spin down) comes out at -8.442 / -8.441 eV. The charge is 0.

Geometry (Å):
1 C 0.377 0.653 -1.365
2 C 1.039 0.971 1.136
3 N -0.942 0.279 -1.032
4 C -0.945 -0.900 0.292
5 C 1.134 0.070 -0.079
6 N -0.518 -2.149 0.051
7 O -1.657 1.350 -0.567
8 O -1.863 -0.610 1.047
9 O 2.013 -0.759 -0.279
10 H -2.278 0.941 0.083
11 H 0.323 -2.282 -0.490
12 H -0.982 -2.914 0.515
13 H 0.729 0.098 -2.233
14 H 0.499 1.734 -1.437
15 H 2.009 1.440 1.296
16 H 0.271 1.736 1.071
17 H 0.790 0.344 1.992

<R>
Below is the molecule C4H8N2O3, with properties calculated with ωB97M-V with the def2-TZVPD basis set.

For the HOMO-LUMO gap, the calculation gives 10.28 eV. Its SMILES is NC(=O)C[C@H](N)C(=O)O. The HOMO energy comes out at -9.685 eV. The charge is 0.

Geometry (Å):
1 C 0.463 0.468 0.522
2 C 1.810 -0.156 0.065
3 C -0.423 -0.344 -0.511
4 C -1.875 -0.409 -0.184
5 H 0.421 2.595 0.892
6 H 1.171 2.063 -0.464
7 H 0.243 0.269 1.582
8 H -0.028 -1.350 -0.687
9 H -0.363 0.356 -1.293
10 H -1.930 1.605 0.014
11 H -3.445 0.867 0.343
12 H 2.774 -1.947 0.077
13 N 0.335 1.858 0.131
14 N -2.452 0.813 0.059
15 O 2.613 0.344 -0.615
16 O -2.571 -1.409 -0.023
17 O 1.974 -1.498 0.495

Most stable of them? <R>.